9 unconnected molecules or ions with the total composition C21H63N9O9 at a distorted geometry. Source: the OMol25 dataset; level of theory: the ωB97M-V functional and the def2-TZVPD basis.

Last columns: bonded neighbours and bond lengths (Å).
Geometry (Å):
1 C 6.211 0.067 3.392  O2 1.405, H7 1.096, H8 1.088, H9 1.099
2 O 5.167 0.635 2.642  C1 1.405, C3 1.400
3 C 3.894 0.398 3.175  O2 1.400, C4 1.509, H10 1.098, H11 1.101
4 C 2.887 1.322 2.534  C3 1.509, C5 1.524, N6 1.500, H12 1.090
5 C 1.530 1.140 3.203  C4 1.524, H13 1.086, H14 1.105, H15 1.095
6 N 2.780 1.014 1.070  C4 1.500, H16 1.017, H17 1.015
7 H 6.192 0.394 4.438  C1 1.096
8 H 7.134 0.380 2.908  C1 1.088
9 H 6.183 -1.032 3.378  C1 1.099
10 H 3.564 -0.634 2.995  C3 1.098
11 H 3.901 0.615 4.254  C3 1.101
12 H 3.146 2.377 2.609  C4 1.090
13 H 0.843 1.967 3.046  C5 1.086
14 H 1.644 1.051 4.299  C5 1.105
15 H 1.097 0.159 2.983  C5 1.095
16 H 2.634 1.908 0.608  N6 1.017
17 H 1.898 0.542 0.896  N6 1.015
18 C -2.618 0.607 0.569  O19 1.404, H24 1.101, H25 1.093, H26 1.092
19 O -1.267 0.610 0.189  C18 1.404, C20 1.434
20 C -1.052 -0.289 -0.907  O19 1.434, C21 1.504, H27 1.098, H28 1.099
21 C 0.322 -0.082 -1.481  C20 1.504, C22 1.522, N23 1.481, H29 1.095
22 C 0.504 1.257 -2.182  C21 1.522, H30 1.088, H31 1.095, H32 1.090
23 N 0.624 -1.151 -2.460  C21 1.481, H33 1.011, H34 1.011
24 H -3.242 1.128 -0.174  C18 1.101
25 H -2.728 1.209 1.476  C18 1.093
26 H -3.035 -0.389 0.731  C18 1.092
27 H -1.206 -1.313 -0.540  C20 1.098
28 H -1.795 -0.109 -1.696  C20 1.099
29 H 1.104 -0.111 -0.715  C21 1.095
30 H 0.367 2.094 -1.500  C22 1.088
31 H -0.223 1.407 -2.988  C22 1.095
32 H 1.489 1.286 -2.647  C22 1.090
33 H 1.373 -0.779 -3.026  N23 1.011
34 H 0.884 -2.047 -2.069  N23 1.011
35 C 1.465 -3.346 0.315  O36 1.413, H41 1.095, H42 1.093, H43 1.092
36 O 1.269 -3.942 -0.951  C35 1.413, C37 1.421
37 C 0.018 -4.613 -1.014  O36 1.421, C38 1.519, H44 1.097, H45 1.096
38 C -0.119 -5.261 -2.381  C37 1.519, C39 1.527, N40 1.471, H46 1.101
39 C 0.056 -4.243 -3.506  C38 1.527, H47 1.089, H48 1.092, H49 1.096
40 N -1.418 -5.933 -2.527  C38 1.471, H50 1.014, H51 1.011
41 H 1.561 -4.080 1.121  C35 1.095
42 H 0.641 -2.683 0.588  C35 1.093
43 H 2.399 -2.783 0.268  C35 1.092
44 H -0.001 -5.420 -0.271  C37 1.097
45 H -0.810 -3.908 -0.873  C37 1.096
46 H 0.719 -5.957 -2.543  C38 1.101
47 H -0.132 -4.635 -4.504  C39 1.089
48 H 1.068 -3.833 -3.492  C39 1.092
49 H -0.576 -3.358 -3.370  C39 1.096
50 H -1.563 -6.580 -1.760  N40 1.014
51 H -1.403 -6.455 -3.393  N40 1.011
52 N -0.931 3.677 0.477  C53 1.367, H56 1.003, H57 1.002
53 C -1.134 4.369 1.638  N52 1.367, N54 1.378, O55 1.222
54 N -0.207 5.350 1.915  C53 1.378, H58 1.003, H59 1.001
55 O -2.121 4.200 2.340  C53 1.222
56 H -0.150 3.867 -0.124  N52 1.003
57 H -1.654 3.102 0.089  N52 1.002
58 H 0.543 5.513 1.270  N54 1.003
59 H -0.341 5.935 2.715  N54 1.001
60 N -1.011 4.214 -5.449  C61 1.363, H64 1.002, H65 1.011
61 C -0.114 4.598 -4.497  N60 1.363, N62 1.373, O63 1.225
62 N -0.550 4.440 -3.205  C61 1.373, H66 1.004, H67 1.000
63 O 0.984 5.075 -4.760  C61 1.225
64 H -0.709 4.130 -6.400  N60 1.002
65 H -1.913 3.835 -5.193  N60 1.011
66 H -1.438 4.021 -2.993  N62 1.004
67 H 0.091 4.615 -2.457  N62 1.000
68 N 5.234 -5.142 -4.034  C69 1.380, H72 1.003, H73 1.003
69 C 4.041 -5.240 -3.347  N68 1.380, N70 1.375, O71 1.220
70 N 3.789 -4.189 -2.497  C69 1.375, H74 1.009, H75 1.004
71 O 3.246 -6.149 -3.516  C69 1.220
72 H 5.955 -4.531 -3.697  N68 1.003
73 H 5.495 -5.940 -4.583  N68 1.003
74 H 2.906 -4.106 -2.016  N70 1.009
75 H 4.514 -3.547 -2.230  N70 1.004
76 C -2.162 1.911 4.765  C77 1.518, H79 1.102, H80 1.092, H81 1.088
77 C -2.080 3.103 5.701  C76 1.518, O78 1.429, H82 1.088, H83 1.095
78 O -1.801 2.722 7.050  C77 1.429, H84 0.961
79 H -2.152 2.265 3.722  C76 1.102
80 H -3.132 1.409 4.788  C76 1.092
81 H -1.330 1.214 4.837  C76 1.088
82 H -3.037 3.621 5.703  C77 1.088
83 H -1.324 3.808 5.339  C77 1.095
84 H -0.931 2.313 7.060  O78 0.961
85 C -4.503 2.353 -2.155  C86 1.509, H88 1.091, H89 1.096, H90 1.092
86 C -4.473 3.481 -3.156  C85 1.509, O87 1.439, H91 1.091, H92 1.092
87 O -3.523 3.230 -4.207  C86 1.439, H93 0.961
88 H -3.573 2.298 -1.588  C85 1.091
89 H -4.602 1.369 -2.628  C85 1.096
90 H -5.374 2.411 -1.500  C85 1.092
91 H -4.188 4.406 -2.652  C86 1.091
92 H -5.444 3.675 -3.618  C86 1.092
93 H -3.981 2.789 -4.929  O87 0.961
94 C -2.764 -1.606 3.542  C95 1.518, H97 1.093, H98 1.091, H99 1.095
95 C -1.907 -2.182 2.430  C94 1.518, O96 1.413, H100 1.090, H101 1.103
96 O -1.066 -3.236 2.854  C95 1.413, H102 0.962
97 H -2.245 -0.999 4.289  C94 1.093
98 H -3.314 -2.381 4.077  C94 1.091
99 H -3.474 -0.890 3.115  C94 1.095
100 H -1.305 -1.430 1.921  C95 1.090
101 H -2.635 -2.517 1.672  C95 1.103
102 H -1.584 -3.831 3.404  O96 0.962

## Properties
Net charge   0
E_HOMO   -9.1 eV
HOMO-LUMO gap   9.32 eV
Energy relative to the best compared isomer or geometry (same formula, charge and spin)   0.00 kcal per mole
E_LUMO   0.2 eV